# C3H4O3

The molecule C3H4O3 (ωB97M-V/def2-TZVPD, the OMol25 dataset).

The geometry in ORCA input format:
```
! wB97M-V def2-TZVPD RIJCOSX def2/J DEFGRID3
* xyz 0 1
C 1.001 -0.429 0.697
H -0.760 -1.366 -1.022
H 0.614 -1.434 0.977
H 0.858 0.949 -0.955
C -1.037 0.809 0.114
O 1.919 0.093 1.271
H -1.104 1.909 0.192
C 0.233 0.195 -0.471
O -0.075 -0.803 -1.411
O -1.929 0.090 0.497
*
```

Summary:
- LUMO energy (eV) = 0.0009
- orbital gap (eV) = 10.07
- SMILES = O=CC(O)C=O
- relative energy (zero: lowest compared OMol25 entry of this formula, charge and spin) (kJ/mol) = 167.4

Atom charges from the natural (NBO) analysis, given in e for atoms 1 to 2: 0.4290, 0.4820